Entry 1:
Computed, not measured: 2 unconnected molecules or ions with the total composition C28H30NO, with wB97M-V/def2-TZVPD.

XYZ file:
```
60
Properties=species:S:1:pos:R:3:mulliken_charge:R:1
C 4.6554 -1.3825 1.9888 -0.8172
O 4.1443 -0.0348 1.9200 -0.4241
C 2.8295 0.1619 2.2003 0.9813
C 2.3318 1.4767 2.0152 -1.0806
C 1.0577 1.7896 2.4335 -0.0720
C 0.1690 0.7723 2.8973 0.0982
C -1.1537 1.1173 3.3335 -0.4518
C -2.3258 0.3984 2.9618 0.5608
C -3.5911 0.9288 3.3578 -0.4869
C -4.7596 0.2612 3.0278 -0.5196
C -4.7108 -0.9405 2.3082 -0.5490
C -3.4827 -1.4313 1.8402 -0.8139
C -2.3010 -0.7710 2.1473 -0.4963
C 0.6608 -0.5555 2.9860 -0.5538
C 1.9666 -0.8629 2.6606 -0.9188
H 5.6952 -1.2860 1.6858 0.2479
H 4.5866 -1.7835 3.0067 0.3411
H 4.1154 -2.0381 1.2934 0.3504
H 2.9954 2.2213 1.5766 0.4478
H 0.7025 2.8224 2.3817 0.4983
H -1.3366 2.1605 3.6038 0.8852
H -3.6138 1.8754 3.8992 0.4302
H -5.7230 0.6849 3.3165 0.4628
H -5.6339 -1.4760 2.0764 0.4062
H -3.4377 -2.3278 1.2183 0.4138
H -1.3508 -1.1278 1.7565 0.6612
H 0.0064 -1.3476 3.3551 0.5219
H 2.3344 -1.8896 2.7605 0.3956
C -4.9986 -0.7148 7.6398 -0.6386
C -3.8370 -1.4122 8.3659 -0.6657
C -2.5448 -0.8218 7.7804 -0.5791
N -2.9603 0.3982 7.1011 0.2412
C -2.0401 1.2677 6.5542 0.7005
C -0.8938 0.8160 5.9201 -0.8201
C 0.3327 1.6436 5.8978 -1.1250
C 0.0107 3.1001 5.4992 -0.6667
C -1.3405 3.5731 5.9431 0.4204
C -2.2574 2.7314 6.6153 0.6600
C -3.3721 3.3305 7.2359 -0.4542
C -3.7462 4.6286 6.8985 -0.7357
C -2.9522 5.3797 6.0148 -0.6677
C -1.7244 4.8711 5.5925 -0.6855
C -4.3832 0.4289 6.8165 0.1069
H -5.5261 -1.4100 6.9820 0.3680
H -5.7204 -0.3022 8.3493 0.2968
H -3.8641 -1.1890 9.4371 0.2874
H -3.8683 -2.4974 8.2376 0.3266
H -1.8039 -0.5843 8.5633 0.3202
H -2.0676 -1.5280 7.0795 0.3160
H -0.8034 -0.2595 5.7398 0.4104
H 0.8326 1.6914 6.8816 0.4736
H 1.0477 1.1974 5.2045 0.2025
H 0.7859 3.7588 5.9230 0.6363
H 0.1038 3.2201 4.4108 -0.0953
H -3.9370 2.7807 7.9893 0.7461
H -4.6590 5.0613 7.3136 0.4211
H -3.2644 6.3742 5.6893 0.4168
H -1.0485 5.4665 4.9724 0.4242
H -4.5772 0.3046 5.7371 -0.4916
H -4.8252 1.3947 7.0860 0.3318
```

frontier orbital gap	5.36	eV
total charge	+1
HOMO energy	-10.36	eV
relative energy (zero: lowest compared OMol25 entry of this formula, charge and spin)	38.4	kcal per mole

---

Entry 2:
Computed, not measured: C4H10N2 in the gas phase, with wB97M-V/def2-TZVPD.

XYZ file:
```
16
Properties=species:S:1:pos:R:3:mulliken_charge:R:1
C 1.3645 -0.1840 -0.8710 -0.7485
C 0.6692 0.7846 0.1220 -0.6813
C -0.8085 0.4761 0.3506 0.7743
C -1.3702 0.6230 1.5644 -1.0899
N -1.5176 0.0830 -0.7890 -0.4871
N 1.5579 -1.5028 -0.2601 -0.5455
H 0.7817 -0.2688 -1.7736 0.3638
H 2.3510 0.2534 -1.0124 0.3112
H 0.8202 1.7815 -0.3052 0.3110
H 1.2293 0.8469 1.0551 0.3398
H -2.4210 0.5258 1.7782 0.2770
H -0.6606 0.8970 2.3334 0.2523
H -1.1189 -0.7593 -1.1482 0.2044
H -2.5126 0.0714 -0.6312 0.2401
H 1.2284 -1.5873 0.6858 0.2381
H 1.1685 -2.2639 -0.7872 0.2401
```

frontier orbital gap	9.50	eV
SMILES	C=C(N)CCN
HOMO energy	-8.47	eV
relative energy (zero: lowest compared OMol25 entry of this formula, charge and spin)	23.9	kcal per mole

---

Entry 3:
Computed, not measured: 13 unconnected molecules or ions with the total composition C26H71Br2INO14, with wB97M-V/def2-TZVPD.

XYZ file:
```
115
Properties=species:S:1:pos:R:3:mulliken_charge:R:1
C 5.0790 -0.4550 -1.0432 -0.6182
C 4.8247 1.1158 -1.0686 0.2942
Br 6.1756 2.1168 -2.1837 -0.1038
C 3.3092 1.5700 -1.3205 -1.0416
Br 3.3923 3.5939 -1.3003 -0.0265
C 2.5897 0.9921 -2.6170 1.7916
C 3.3454 1.2373 -4.0010 -1.3423
C 4.3906 0.1736 -4.4756 -0.0965
O 4.4233 -1.0414 -4.2895 -0.4132
I 6.0333 0.9458 -5.7452 -0.0389
C 2.0367 -0.5271 -2.4442 -1.2854
C 0.8662 -0.7016 -1.3718 1.6105
C -0.2935 -1.6181 -2.0716 -1.1420
C 1.4611 -1.6427 -0.1870 -1.4469
N 0.3630 0.5223 -0.7205 0.7096
O -0.6436 0.2961 0.0720 -0.4393
C 0.1594 1.6801 -1.6238 1.5023
C -1.3101 1.5744 -2.3105 -1.1559
C 0.0550 2.9966 -0.6752 -1.3907
C 1.1935 1.8295 -2.8226 -1.9664
H 5.8694 -0.6368 -0.2288 0.4518
H 5.5129 -0.8939 -1.9913 0.3000
H 4.1419 -0.9802 -0.6653 -0.1839
H 5.0662 1.4767 -0.0042 0.0962
H 2.7624 1.3261 -0.3406 0.4446
H 2.5517 1.3468 -4.8235 0.4758
H 3.8335 2.2747 -3.9302 0.5743
H 2.8616 -1.2883 -2.3173 0.1483
H 1.5686 -0.7587 -3.4707 0.3851
H -0.5114 -1.2762 -3.1316 0.3452
H -1.2189 -1.7246 -1.4266 0.2121
H 0.1809 -2.6736 -2.1736 0.2430
H 0.6256 -2.1555 0.3982 0.3972
H 2.1288 -2.4667 -0.5965 0.1539
H 2.1030 -0.9737 0.4886 0.0578
H -1.3961 0.7139 -3.0422 0.0313
H -1.4041 2.5326 -2.9427 0.3627
H -2.1458 1.6236 -1.5422 0.2616
H 0.4366 3.8795 -1.2868 0.2886
H -1.0273 3.2034 -0.3772 0.3255
H 0.6916 2.8751 0.2648 0.2710
H 1.3756 2.8929 -3.1761 0.4968
H 0.7063 1.2994 -3.7231 0.3663
C 5.4906 3.3060 2.7397 -0.4182
O 6.2076 3.9667 1.7085 -0.5565
H 5.8180 3.6991 3.7021 0.3199
H 4.4191 3.4879 2.6210 0.2244
H 5.6921 2.2315 2.7011 0.1032
H 5.8997 3.6010 0.8686 0.3158
C 3.4691 -1.4274 3.4543 -0.4823
O 4.1106 -0.4340 2.6628 -0.3436
H 2.5195 -1.6898 2.9869 0.2598
H 4.1000 -2.3145 3.5138 0.1086
H 3.2824 -1.0351 4.4572 0.2701
H 4.9451 -0.2195 3.0959 0.2202
C -2.4423 1.3723 3.0592 -0.5678
O -2.3987 0.0402 2.5681 -0.5454
H -2.9051 1.3680 4.0465 0.2762
H -1.4276 1.7705 3.1382 0.2536
H -3.0354 1.9969 2.3852 0.2369
H -1.9860 0.0723 1.6959 0.3992
C 3.7551 -3.9758 6.1576 -0.5951
O 4.7911 -3.3151 5.4426 -0.4674
H 3.2635 -4.6825 5.4894 0.2313
H 4.1789 -4.5172 7.0068 0.2873
H 3.0239 -3.2438 6.5102 0.2748
H 5.2092 -2.6974 6.0538 0.2775
C -3.8506 -0.8313 -4.2745 -0.5062
O -2.5520 -0.3213 -4.5522 -0.4458
H -4.0242 -0.7822 -3.1995 0.1452
H -4.6023 -0.2282 -4.7895 0.2837
H -3.9177 -1.8712 -4.6041 0.2692
H -2.4220 -0.3749 -5.5063 0.2639
C 1.6011 -4.8345 -4.0073 -0.7600
O 1.9109 -3.7768 -3.1102 -0.2867
H 0.7637 -5.4033 -3.6035 0.2438
H 1.3228 -4.4238 -4.9812 0.2942
H 2.4664 -5.4932 -4.1153 0.2928
H 2.6542 -3.2926 -3.4931 0.2114
C 7.7664 0.5210 -9.4870 -0.4974
O 8.7154 1.4153 -8.9225 -0.4974
H 8.0739 0.2795 -10.5042 0.2416
H 7.7259 -0.3965 -8.8943 0.2349
H 6.7814 0.9945 -9.5101 0.2318
H 8.4228 1.6137 -8.0256 0.2761
C -5.6208 -1.0710 0.8322 -0.4228
O -4.9925 -0.0780 0.0350 -0.4671
H -6.5688 -1.3471 0.3706 0.2598
H -4.9776 -1.9523 0.8938 0.2639
H -5.8071 -0.6734 1.8332 0.0966
H -4.1584 0.1462 0.4667 0.2611
C 5.1651 -4.0698 0.5903 -0.3876
O 6.1115 -3.1881 1.1763 -0.5113
H 5.4842 -4.3021 -0.4256 0.2380
H 5.1105 -4.9938 1.1718 0.3750
H 4.1824 -3.5906 0.5596 0.0190
H 5.8069 -2.9983 2.0717 0.2861
C -7.0563 2.1368 3.2743 -0.3576
O -6.3187 1.5928 4.3620 -0.5049
H -7.8902 2.7179 3.6691 0.1309
H -6.4089 2.7889 2.6816 0.2348
H -7.4432 1.3261 2.6509 0.2201
H -5.5893 1.0851 3.9870 0.2887
C -10.7777 3.1302 5.6453 -0.4138
O -9.7527 3.7998 4.9199 -0.5137
H -11.2644 2.4150 4.9876 0.0932
H -10.3407 2.5999 6.4956 0.2660
H -11.5148 3.8571 5.9973 0.2805
H -9.3387 4.4261 5.5247 0.2802
C -13.6022 0.2253 6.3467 -0.5222
O -12.8793 0.8850 5.3164 -0.4518
H -13.2746 0.6157 7.3100 0.2089
H -14.6722 0.4127 6.2264 0.2497
H -13.4057 -0.8491 6.3071 0.2528
H -13.1860 0.5233 4.4766 0.2641
```

frontier orbital gap (alpha / beta)	8.92 / 9.18	eV
HOMO energy (alpha / beta)	-8.86 / -9.54	eV
2S+1	2